The following is a quantum chemistry calculation of a molecular structure, C35H38CuFN6O4P, from the Open Molecules 2025 dataset.

```
86
C35H38CuFN6O4P | the Open Molecules 2025 dataset | wB97M-V/def2-TZVPD
N -5.737 -0.149 -0.369
C 5.143 -0.074 1.347
H 6.003 0.284 -3.611
H -4.650 2.228 -0.359
H 8.310 -0.498 0.283
O 2.767 -2.245 0.082
H 3.819 -5.458 -1.327
C 5.219 -0.051 -0.978
H 3.161 -4.065 2.425
C 4.078 0.307 -4.560
H 4.477 0.441 -5.556
C -7.870 0.968 -0.145
O 1.661 4.223 0.160
C 3.768 0.208 4.853
H -2.043 5.385 1.309
N -8.043 0.124 -1.389
C -4.007 4.431 0.959
C -3.370 -0.882 -0.163
C 4.233 0.007 2.523
H 4.100 0.316 5.877
C -7.730 -1.318 -1.103
H 5.751 0.199 4.034
H 4.779 -3.964 -1.325
C 4.388 0.052 -2.210
N -2.143 3.074 -0.106
C 4.694 0.136 3.824
H -8.789 0.885 0.433
C -2.565 1.754 -0.137
H 7.008 -0.363 2.382
F -3.759 -2.174 -0.133
Cu 2.560 0.167 0.107
O 0.618 0.058 0.062
C 4.934 0.214 -3.473
C 1.593 3.005 0.085
C -6.641 0.443 0.605
H -6.937 -0.289 1.366
N 3.068 -0.010 -2.008
C -1.606 0.736 -0.075
H 0.726 -4.234 -0.863
O 2.558 2.180 0.080
C -2.888 5.376 0.636
H -5.021 4.739 0.746
C 3.766 -4.369 -1.337
H 4.710 -3.970 1.570
C 2.419 0.148 4.551
H -3.123 6.329 0.187
C 6.514 -0.266 1.426
H -8.047 -1.917 -1.952
C -0.178 1.041 0.005
C -2.040 -0.594 -0.090
C -4.352 0.121 -0.259
N 4.540 0.032 0.164
H 1.666 0.203 5.325
C -3.925 1.435 -0.254
H 0.680 -4.233 0.910
C 2.712 0.237 -4.349
H 3.759 -5.468 1.511
C 2.046 0.025 3.223
H -3.487 4.298 -1.208
C 1.257 -4.542 0.038
P 2.862 -3.736 0.079
N 2.929 -0.046 2.234
C 6.593 -0.242 -0.971
C -3.098 4.160 -0.206
H -8.984 0.229 -1.766
H -7.748 1.995 -0.483
H -6.159 1.265 1.127
H 2.012 0.309 -5.169
H -3.880 3.807 1.834
H -1.314 -1.393 -0.024
H -5.696 -1.714 -1.745
H -0.535 4.384 -0.055
H 7.148 -0.321 -1.893
C 0.177 2.411 0.008
C -6.224 -1.443 -0.832
C -0.827 3.341 -0.055
H -8.338 -1.585 -0.241
H 1.003 -0.021 2.931
C 2.253 0.082 -3.052
H 1.193 0.027 -2.832
H 1.355 -5.628 0.041
H 3.273 -4.043 -2.254
H -7.388 0.464 -2.095
C 7.239 -0.346 0.249
H -6.082 -2.253 -0.111
C 3.700 -4.380 1.530
```

Properties
**Relative energy (zero: lowest compared OMol25 entry of this formula, charge and spin)**: 0.00 kJ/mol
**Frontier orbital gap (alpha / beta)**: 0.29063 / 0.28754 hartree
**HOMO level (alpha / beta)**: -12.5850 / -12.5002 eV
**Calculated total energy**: -110678.71521 eV
**M**: 720.25 Da
**Spin multiplicity**: 2
**Net charge**: +2
**<S²>**: 0.75



The following is a quantum chemistry calculation of a molecular structure, C35H38IrN11S2Se, from the Open Molecules 2025 dataset.

```
88
C35H38IrN11S2Se | the Open Molecules 2025 dataset | wB97M-V/def2-TZVPD
H 2.035 1.013 -4.243
C 4.023 7.618 -0.161
C 0.926 -2.572 -1.213
H -4.192 7.614 -2.149
C 3.620 -2.296 -0.942
H -3.435 3.255 1.670
C -1.576 -1.826 3.575
C 0.342 5.612 1.748
H 0.513 0.116 -4.259
S 1.516 1.935 0.751
C 0.615 1.646 -2.748
H -1.211 1.924 -1.670
H -1.095 0.388 -2.533
H -3.581 5.274 -2.633
N -1.282 -1.650 -0.983
C 0.841 -1.297 2.426
C -0.866 3.161 1.393
H 3.207 5.683 -2.814
N -2.866 -4.969 -2.561
C -0.538 1.100 -1.920
C -3.318 4.759 -0.574
N 2.063 -1.082 1.957
C 2.898 5.157 -0.767
C 1.262 0.575 -3.617
C -3.391 5.194 0.745
C 3.049 5.545 0.562
H -3.046 3.735 -0.784
H 3.720 7.093 1.889
H -1.554 6.122 2.627
H -0.783 2.346 -4.256
C -2.616 -1.777 -1.205
C 3.878 7.223 -1.483
S -1.724 1.728 0.950
H -4.346 8.387 0.190
H -2.319 -1.023 1.718
H -3.834 6.851 2.035
Se 3.235 -1.618 3.165
C -0.889 5.261 2.572
H 2.834 5.032 2.637
H -0.529 -2.537 5.322
H 3.762 -4.397 -1.371
C -0.534 -2.689 -1.371
H 0.785 3.148 -4.298
N -1.006 -3.794 -1.889
H -0.379 3.565 -3.040
C -3.621 5.623 -1.612
C -3.975 6.935 -1.338
H 4.458 8.576 0.075
C -4.050 7.373 -0.026
N -0.273 -0.982 1.747
C -1.442 -1.264 2.303
H 4.205 7.876 -2.278
H 0.931 6.382 2.245
C 0.539 3.262 1.281
C -3.750 6.508 1.014
C 1.738 -3.688 -1.389
N -3.418 -0.765 -0.883
H -2.270 -5.725 -2.855
H 1.379 2.103 -2.109
C 3.319 5.991 -1.786
H 3.074 3.639 1.569
N 1.986 -2.112 4.275
C -3.029 4.247 1.866
Ir -0.036 0.149 -0.095
H -2.566 -1.997 3.964
C 3.108 -3.548 -1.245
N -1.587 4.160 1.953
H 3.105 -0.239 -0.568
C 3.600 6.784 0.861
N 1.427 -1.366 -0.922
H -3.030 0.098 -0.537
C 0.017 2.750 -3.640
C -0.464 -2.131 4.325
C 2.743 -1.233 -0.793
H 2.466 4.193 -0.994
C -2.345 -3.865 -2.052
C 0.793 -1.885 3.749
H -3.414 4.606 2.822
H 1.720 -0.202 -3.013
C 2.587 4.612 1.656
H 4.681 -2.136 -0.830
H -3.858 -5.017 -2.724
N -3.162 -2.864 -1.724
H -0.589 4.983 3.592
H -4.400 -0.849 -1.087
N 1.155 4.426 1.597
H 0.041 5.994 0.763
H 1.277 -4.631 -1.637
```

Properties
**Relative energy (zero: lowest compared OMol25 entry of this formula, charge and spin)**: 279.56 kJ/mol
**Frontier orbital gap (alpha / beta)**: 0.20168 / 0.16924 hartree
**HOMO level (alpha / beta)**: -11.8591 / -13.2084 eV
**Calculated total energy**: -143144.94931 eV
**M**: 948.08 Da
**Spin multiplicity**: 5
**Net charge**: +2
**<S²>**: 6.02



The following is a quantum chemistry calculation of a molecular structure, C35H38N2O5S2, from the Open Molecules 2025 dataset.

```
82
C35H38N2O5S2 | the Open Molecules 2025 dataset | wB97M-V/def2-TZVPD
C -3.672 4.426 5.466
H 1.078 3.541 3.363
C -3.182 1.622 2.258
C 3.469 -0.923 -0.938
H -5.645 3.656 5.673
N 5.164 -2.621 -0.981
H 6.578 -3.896 -0.199
H -5.345 1.877 3.869
C -4.742 2.793 3.873
C -1.109 -0.713 -2.336
C 3.299 -4.684 -0.832
C -3.386 2.530 3.283
H 0.217 0.765 -4.565
C -0.138 4.992 4.377
H 0.484 3.041 4.961
C 1.113 -1.556 -0.752
H -5.434 -0.912 -3.851
H 4.998 -5.859 -0.088
H -1.115 4.887 6.288
C -0.283 -1.117 -0.564
H 1.910 0.480 -0.809
C -1.892 1.350 1.738
H -0.295 5.551 3.449
C -4.816 -2.236 -5.454
C 1.506 -2.916 -0.769
H 3.429 -5.001 -1.885
H 6.882 -1.638 -0.428
H 4.846 0.389 0.073
H -4.039 1.131 1.796
S -2.912 -0.669 -2.185
C 2.131 -0.592 -0.840
C 5.737 -0.343 -1.748
O -3.222 -1.630 -1.133
H 5.965 -4.365 -1.775
C -1.736 0.377 0.713
C 2.844 -3.272 -0.844
H 6.810 -2.151 -2.124
H 5.438 -0.433 -2.799
H 0.747 -3.702 -0.728
O -0.602 -3.305 -2.685
H -1.005 -1.960 -0.357
O -0.542 0.501 -2.575
C -2.304 -2.198 -4.273
H -3.892 -3.532 -6.930
H 4.553 -4.474 0.921
H 1.018 1.763 -3.192
H -1.804 6.079 5.180
H -5.294 3.543 3.277
H 4.155 1.044 -1.412
N -2.399 4.109 4.859
S -0.733 -2.070 -3.437
H 6.576 0.355 -1.687
C -4.669 3.300 5.323
H 1.371 -0.010 -3.367
C -4.619 -1.486 -4.292
C -0.957 2.877 3.371
H 0.205 1.829 1.916
O 0.285 -1.640 -4.386
H -5.813 -2.287 -5.903
C 0.597 0.772 -3.491
C 4.530 0.127 -0.949
C -2.260 3.213 3.832
C -2.475 -2.909 -5.455
C -0.790 2.001 2.318
C 0.204 3.546 4.023
C -0.583 0.147 0.017
H -2.622 -0.224 0.520
C -1.380 5.064 5.232
H -1.621 -3.438 -5.881
H 0.123 1.005 -0.137
H -4.375 2.477 5.985
C -3.749 -2.941 -6.028
C 4.642 -4.827 -0.114
O -3.437 0.681 -2.150
H -4.091 5.345 5.014
H 2.557 -5.332 -0.357
H 0.679 5.472 4.920
H -3.530 4.652 6.533
C 5.661 -3.956 -0.796
C 6.220 -1.706 -1.308
C 3.849 -2.281 -0.944
C -3.359 -1.505 -3.690
```

Properties
**Relative energy (zero: lowest compared OMol25 entry of this formula, charge and spin)**: 0.00 kJ/mol
**Frontier orbital gap**: 0.24965 hartree
**HOMO level**: -6.5526 eV
**Calculated total energy**: -71796.51916 eV
**M**: 630.83 Da



The following is a quantum chemistry calculation of a gas-phase ion, C35H38N3O (charge +1), from the Open Molecules 2025 dataset.

```
77
C35H38N3O | the Open Molecules 2025 dataset | wB97M-V/def2-TZVPD
H -5.493 7.584 -4.159
H -6.362 5.529 -3.088
H -3.093 9.126 2.536
H -6.035 6.733 0.910
C -7.602 4.107 2.400
C 1.455 3.960 -0.655
H -2.060 8.930 -0.821
H -9.466 3.470 1.526
H 0.604 4.510 -2.560
C -4.613 1.206 0.114
H -3.916 0.949 3.446
H -1.840 8.654 3.707
H -0.058 8.750 0.333
H -2.848 4.996 2.137
C -5.561 6.095 -2.613
N -1.290 3.615 0.103
C -2.440 8.301 2.856
C -0.933 3.934 -1.188
C -5.225 4.020 2.809
H 3.368 6.278 -0.941
H -1.151 5.875 2.522
C -6.506 3.541 3.049
H -8.296 5.795 1.263
C -4.434 0.788 2.490
H -5.453 4.765 -0.874
C -3.580 5.129 1.316
C 3.143 5.479 -1.674
C -6.076 -0.433 1.193
H -0.078 6.354 1.170
C -2.462 7.384 0.566
N -2.591 8.096 -0.580
C -5.471 -0.142 2.418
H 4.066 4.002 0.689
H -0.486 2.956 1.951
C -4.044 6.392 -0.780
H -4.380 3.603 3.351
H 0.003 9.361 1.994
H -8.967 2.525 2.940
C -5.061 7.259 -3.219
C -8.980 3.535 2.512
H -3.071 7.470 3.196
C -0.600 6.711 2.075
C -4.027 8.001 -2.639
H -3.612 8.905 -3.065
H -4.253 1.669 -0.805
C -2.709 3.682 0.567
C -5.057 5.649 -1.380
C -1.542 7.856 1.690
H 4.049 5.287 -2.263
C -2.960 2.575 1.582
C -0.685 9.045 1.193
O -2.328 2.521 2.647
C -3.537 7.532 -1.427
N 2.769 4.244 -0.995
H -6.658 2.678 3.704
H -9.624 4.177 3.130
H 0.145 7.064 2.805
H 2.328 5.815 -2.323
H -6.079 -0.007 -0.912
C 0.379 4.180 -1.550
H 4.784 3.797 -0.931
H -3.273 3.427 -0.388
C -4.026 1.536 1.355
C -5.641 0.251 0.054
H -1.735 4.017 -1.910
H 3.740 2.511 -0.260
C -4.985 4.993 1.818
H -1.291 9.928 0.931
H -6.870 -1.165 1.142
H 1.861 3.160 1.354
H -5.760 -0.665 3.329
C -3.330 6.284 0.462
C -0.237 3.317 0.960
C 3.892 3.597 -0.328
C -7.404 5.295 1.684
C 1.101 3.425 0.606
C -6.113 5.769 1.445
```

Properties
**SMILES**: Cc1ccc([C@H](c2c(C(C)(C)C)[nH]c3ccccc23)[C@H](C(=O)c2ccccc2)[n+]2ccc(N(C)C)cc2)cc1
**Relative energy (zero: lowest compared OMol25 entry of this formula, charge and spin)**: 0.00 kJ/mol
**Frontier orbital gap**: 0.24425 hartree
**HOMO level**: -10.0109 eV
**Calculated total energy**: -43422.84759 eV
**M**: 516.71 Da
**Net charge**: +1



The following is a quantum chemistry calculation of a molecular structure, C35H39As2BrInN5O14, from the Open Molecules 2025 dataset.

```
97
C35H39As2BrInN5O14 | the Open Molecules 2025 dataset | wB97M-V/def2-TZVPD
H -1.072 -1.902 1.230
C -3.629 0.011 -0.365
H 3.504 5.625 -0.059
C -1.206 1.448 3.649
C -0.290 0.066 5.965
C 0.022 0.795 3.680
H -2.618 3.727 0.509
H -2.549 0.335 -6.340
O -4.421 -3.019 -0.508
C -1.967 1.383 4.800
As -1.628 -1.516 -1.895
H 6.231 -0.042 -1.333
C -4.309 0.645 -3.052
H -6.306 1.229 2.434
C -1.518 0.697 5.939
C 3.873 4.606 -0.121
C 4.608 -0.730 0.687
O 0.537 -3.181 -1.065
H -1.627 3.906 -0.959
H 0.242 -5.591 0.674
C 5.726 -0.288 2.751
O 4.123 1.948 -0.324
O 4.529 -1.021 -0.651
O -2.334 2.091 -4.637
C 3.335 -0.296 2.685
H -2.929 1.878 4.829
C 5.784 -0.549 1.385
O -0.966 2.473 0.434
O -0.126 -4.699 0.415
C 1.819 4.311 -1.432
C 3.155 2.394 -0.889
H -4.496 1.316 -3.884
H -1.676 -2.725 2.684
H 4.472 0.052 4.466
H -0.965 0.869 -6.937
C 2.050 -0.049 3.359
H -1.021 4.496 0.610
H 6.422 -1.796 -1.038
H -1.234 -0.859 -6.591
H 2.499 -6.746 0.414
H -1.542 1.995 2.776
C 3.388 -0.616 1.341
C -3.000 -1.145 -0.596
C 0.493 0.126 4.813
H -5.251 0.216 -2.708
O -0.996 0.298 -4.936
C 4.522 -0.164 3.408
C -2.686 -2.698 -3.001
As -3.587 1.624 -1.519
H 1.487 -0.921 1.187
H 1.700 5.384 -1.356
H 1.102 1.173 1.882
H 5.479 -1.223 -2.429
C -4.682 0.028 0.715
O -4.687 -0.735 1.643
H -7.206 0.076 1.428
N 1.765 -0.387 4.577
H 0.069 -0.448 6.846
H -2.452 -1.223 2.144
H -2.337 -2.604 -4.030
H 4.820 4.578 -0.656
N 2.886 3.782 -0.828
C -0.894 1.399 -2.876
In 2.276 -1.017 -1.975
O -0.202 0.504 -0.134
C -1.479 0.155 -6.297
C 1.871 -5.177 -0.783
C -1.503 1.319 -4.253
C -6.681 1.027 1.434
H 1.985 -5.266 -1.863
N 1.019 0.634 2.729
C 5.749 -1.017 -1.396
O 2.247 -0.857 0.589
C -3.524 -2.453 0.045
O -5.576 0.980 0.496
H 2.755 -4.660 -0.405
O 0.473 1.333 -2.938
H 4.035 4.200 0.873
H -2.147 0.674 6.819
H -2.460 -3.716 -2.666
C 1.244 2.176 -2.185
H -7.322 1.829 1.087
C 0.928 3.541 -2.123
C -1.606 3.727 0.114
H 6.744 -0.602 0.892
N 2.269 1.622 -1.618
C 0.691 -4.259 -0.496
N 1.676 -6.438 -0.085
H -3.650 -0.165 -3.370
C -1.605 1.529 -1.748
H 0.092 3.978 -2.647
Br 7.340 -0.068 3.699
C -0.865 1.474 -0.427
H -3.755 -2.533 -2.907
O -2.875 -2.957 1.075
C -1.961 -2.135 1.820
H 1.384 -7.184 -0.701
```

Properties
**Relative energy (zero: lowest compared OMol25 entry of this formula, charge and spin)**: 293.63 kJ/mol
**Frontier orbital gap**: 0.16020 hartree
**HOMO level**: -12.2910 eV
**Calculated total energy**: -269921.84677 eV
**M**: 1098.28 Da
**Net charge**: +2